[1]
{
  "formula": "C25H35BrN8O5Pb",
  "method": "the ωB97M-V functional and the def2-TZVPD basis",
  "charge": 0,
  "e_homo_ev": [-6.939, -6.930],
  "fmax_ev_per_a": 2.44,
  "lumo_energy_ev": [0.14, -0.58],
  "e_above_lowest_kcal_mol": 110.10,
  "spin_multiplicity": 1,
  "energy_ev": -123935.3981,
  "gap_ev": [7.083, 6.354],
  "species": ["Pb", "O", "C", "O", "C", "C", "C", "C", "C", "N", "C", "O", "O", "H", "H", "H", "H", "H", "C", "C", "C", "C", "C", "Br", "N", "C", "H", "H", "H", "H", "H", "H", "C", "N", "C", "C", "N", "C", "C", "N", "C", "C", "N", "C", "N", "C", "C", "C", "N", "C", "H", "H", "H", "H", "H", "H", "H", "H", "H", "H", "H", "H", "H", "H", "H", "H", "H", "H", "H", "H", "H", "H", "H", "H", "O"],
  "xyz": [[0.110, -0.356, 0.727], [-2.868, -4.209, -2.869], [-1.885, -3.445, -2.356], [-1.573, -0.863, -0.399], [-0.813, -3.059, -3.173], [-0.698, -3.412, -4.540], [0.384, -2.953, -5.247], [1.342, -2.161, -4.611], [1.155, -1.874, -3.259], [0.123, -2.299, -2.558], [2.107, -1.020, -2.446], [3.262, -0.653, -3.021], [1.868, -0.677, -1.323], [-3.470, -4.474, -2.165], [-1.460, -4.021, -5.005], [0.492, -3.192, -6.297], [2.176, -1.782, -5.186], [3.346, -1.044, -3.898], [-0.465, -7.001, 1.218], [-0.934, -5.614, 1.568], [-1.963, -5.391, 2.488], [-2.365, -4.101, 2.800], [-1.687, -3.096, 2.134], [-1.331, 0.611, 2.969], [-0.739, -3.255, 1.288], [-0.343, -4.500, 0.992], [-1.033, -7.754, 1.762], [0.589, -7.134, 1.466], [-0.578, -7.201, 0.151], [-2.443, -6.239, 2.966], [-3.148, -3.895, 3.515], [0.473, -4.598, 0.283], [-2.662, 0.111, -0.172], [-2.471, 1.170, -1.121], [-3.511, 1.582, -2.034], [-2.847, 2.711, -2.815], [-1.496, 2.783, -2.273], [-0.655, 3.828, -2.822], [-1.297, 1.846, -1.275], [-0.260, 1.655, -0.490], [1.025, 2.316, -0.710], [1.396, 3.214, 0.456], [1.487, 2.464, 1.676], [1.961, 2.989, 2.747], [2.385, 4.281, 3.043], [2.296, 5.517, 2.314], [2.899, 4.386, 4.394], [2.715, 2.980, 4.974], [2.151, 2.247, 3.872], [1.833, 0.839, 3.962], [-3.661, -0.306, -0.349], [-2.604, 0.469, 0.852], [-1.944, -3.072, -1.352], [-4.391, 1.927, -1.488], [-3.812, 0.752, -2.679], [-3.362, 3.663, -2.667], [-2.814, 2.508, -3.888], [-1.265, 4.381, -3.537], [0.206, 3.443, -3.366], [-0.321, 4.537, -2.063], [1.023, 2.945, -1.587], [1.799, 1.562, -0.870], [0.633, 4.006, 0.490], [2.353, 3.688, 0.180], [1.779, 5.403, 1.373], [3.294, 5.924, 2.113], [1.751, 6.260, 2.908], [2.337, 5.139, 4.956], [3.949, 4.699, 4.388], [2.046, 2.978, 5.840], [3.668, 2.545, 5.293], [2.052, 0.513, 4.979], [2.416, 0.251, 3.254], [0.782, 0.655, 3.740], [1.505, -1.134, 1.781]],
  "atomic_forces_ev_per_a": [[-0.69, 0.25, 0.88], [-0.03, -0.12, 0.02], [0.08, 0.01, -0.25], [-2.05, 0.82, 0.54], [0.00, 0.04, 0.03], [-0.02, -0.02, 0.01], [0.02, 0.03, -0.03], [0.00, 0.02, -0.02], [-0.05, 0.02, 0.04], [0.11, -0.02, -0.02], [-0.14, -0.22, 0.08], [0.02, 0.03, -0.05], [0.07, 0.18, -0.17], [0.00, 0.07, -0.04], [0.00, -0.01, 0.01], [0.01, -0.01, 0.01], [0.01, 0.01, 0.01], [0.01, -0.02, 0.01], [-0.01, 0.00, 0.00], [-0.02, 0.01, 0.02], [0.02, 0.00, 0.00], [0.01, -0.01, -0.01], [0.01, -0.04, -0.03], [-0.71, -0.19, -0.57], [-0.16, 0.05, -0.05], [0.09, 0.03, 0.00], [0.00, 0.00, 0.00], [0.00, 0.00, 0.00], [0.00, 0.01, 0.01], [0.00, 0.00, 0.00], [0.00, -0.01, 0.00], [-0.01, 0.02, 0.00], [2.03, -1.23, -0.54], [0.15, 0.40, 0.01], [0.06, -0.06, 0.02], [-0.01, 0.01, -0.02], [0.01, -0.28, -0.09], [0.04, -0.01, 0.12], [0.08, 0.56, 0.59], [-0.22, -0.42, -0.83], [-0.04, 0.21, 0.17], [0.14, 0.05, -0.02], [0.02, -0.05, -0.18], [0.00, 0.00, 0.14], [0.13, 0.05, 0.01], [-0.04, -0.03, 0.01], [-0.02, 0.00, -0.02], [0.00, -0.01, -0.04], [-0.09, 0.10, 0.07], [0.25, -0.12, 0.02], [0.36, -0.31, -0.08], [-0.15, 0.16, 0.09], [-0.03, 0.08, 0.39], [-0.03, 0.00, -0.02], [-0.01, -0.01, -0.01], [0.01, 0.01, -0.01], [-0.02, 0.00, 0.00], [0.01, 0.01, 0.03], [0.03, -0.02, 0.00], [0.04, -0.03, 0.02], [0.02, -0.01, -0.28], [-0.03, 0.00, 0.16], [-0.06, 0.03, 0.06], [-0.04, 0.05, 0.03], [-0.01, -0.03, -0.02], [0.00, 0.01, -0.01], [-0.01, 0.01, 0.00], [0.00, 0.01, 0.00], [0.00, -0.01, 0.00], [0.00, 0.01, 0.00], [0.00, 0.00, 0.00], [0.00, -0.01, 0.03], [0.04, 0.01, 0.03], [0.52, 0.07, 0.23], [0.33, -0.15, -0.49]],
  "mulliken_charge": [1.464, -0.518, -0.303, -0.114, 0.317, -1.184, -0.602, -0.979, 1.276, 0.261, 0.221, -0.492, -0.408, 0.371, 0.464, 0.421, 0.211, 0.290, -1.312, 0.671, -0.233, -1.021, 0.181, -0.723, 0.261, -0.788, 0.358, 0.315, 0.288, 0.346, 0.442, 0.419, -0.714, 0.242, -0.619, -0.736, 0.123, -1.092, 0.326, 0.102, -0.880, -1.233, 0.031, 0.337, 0.124, -0.934, -0.729, -0.628, 0.123, -0.361, 0.412, 0.031, 0.495, 0.332, 0.340, 0.421, 0.372, 0.415, 0.333, 0.334, 0.300, 0.072, 0.443, 0.603, 0.306, 0.288, 0.347, 0.358, 0.330, 0.329, 0.324, 0.318, 0.308, -0.370, -0.815]
}

---

[2]
{
  "formula": "C25H35Cl4NO10P2S2",
  "method": "the ωB97M-V functional and the def2-TZVPD basis",
  "smiles": "CCOCCO[C@@]1(COC)[C@](CCOC=O)([PH2]=S)[C@@H](P(=N)(O)O)COS1(=O)=O.Clc1ccccc1Cl.Clc1ccccc1Cl",
  "charge": 0,
  "e_homo_ev": -8.898,
  "fmax_ev_per_a": 3.51,
  "lumo_energy_ev": 0.30,
  "spin_multiplicity": 1,
  "energy_ev": -138792.0853,
  "gap_ev": 9.201,
  "species": ["C", "C", "O", "C", "C", "O", "C", "C", "O", "C", "C", "C", "C", "O", "C", "O", "P", "S", "C", "P", "N", "O", "O", "C", "O", "S", "O", "O", "H", "H", "H", "H", "H", "H", "H", "H", "H", "H", "H", "H", "H", "H", "H", "H", "H", "H", "H", "H", "H", "H", "H", "H", "H", "H", "H", "Cl", "C", "C", "C", "C", "C", "C", "Cl", "H", "H", "H", "H", "Cl", "C", "C", "C", "C", "C", "C", "Cl", "H", "H", "H", "H"],
  "xyz": [[0.918, 0.181, 3.941], [1.681, 0.057, 2.598], [1.557, 1.229, 1.780], [2.093, 0.896, 0.524], [2.055, 2.138, -0.412], [1.028, 3.068, -0.075], [0.493, 3.778, -1.128], [1.551, 4.328, -2.139], [2.755, 4.764, -1.558], [2.901, 6.170, -1.396], [-0.771, 3.062, -1.844], [-0.452, 1.661, -2.453], [-0.438, 0.390, -1.581], [-1.463, -0.511, -2.102], [-0.975, -1.717, -2.478], [-1.460, -2.314, -3.349], [-1.198, 4.035, -3.464], [-0.139, 3.574, -5.024], [-2.139, 3.208, -1.062], [-2.474, 2.179, 0.433], [-1.308, 1.999, 1.443], [-3.071, 0.713, 0.005], [-3.705, 2.874, 1.269], [-2.499, 4.669, -0.657], [-1.611, 5.036, 0.430], [-0.175, 5.332, -0.278], [0.733, 5.597, 0.780], [-0.226, 6.452, -1.180], [1.648, 0.105, 4.758], [0.315, 1.096, 3.978], [0.271, -0.706, 4.034], [1.250, -0.774, 2.028], [2.773, -0.150, 2.712], [3.167, 0.655, 0.696], [1.646, 0.000, 0.055], [3.025, 2.642, -0.259], [2.065, 1.785, -1.454], [1.810, 3.480, -2.798], [1.183, 5.122, -2.805], [2.872, 6.433, -0.327], [2.207, 6.797, -1.972], [3.921, 6.434, -1.732], [-1.133, 1.471, -3.300], [0.539, 1.750, -2.922], [-0.481, 0.509, -0.494], [0.511, -0.142, -1.779], [-0.125, -2.195, -1.947], [-1.122, 5.426, -3.234], [-2.563, 3.748, -3.756], [-2.927, 2.936, -1.798], [-1.073, 1.024, 1.596], [-2.930, 0.173, 0.801], [-3.324, 3.495, 1.913], [-3.525, 4.737, -0.272], [-2.453, 5.395, -1.483], [1.831, -3.056, 1.402], [2.548, -4.065, 2.603], [2.422, -5.438, 2.454], [2.988, -6.293, 3.385], [3.683, -5.772, 4.469], [3.805, -4.399, 4.620], [3.236, -3.540, 3.689], [3.409, -1.827, 3.932], [1.882, -5.844, 1.607], [2.888, -7.364, 3.266], [4.130, -6.437, 5.198], [4.345, -3.998, 5.468], [-2.383, -3.720, 0.218], [-2.842, -5.212, -0.538], [-4.097, -5.282, -1.125], [-4.513, -6.449, -1.745], [-3.672, -7.552, -1.780], [-2.421, -7.488, -1.191], [-2.002, -6.320, -0.568], [-0.434, -6.301, 0.158], [-4.754, -4.423, -1.101], [-5.492, -6.497, -2.202], [-3.993, -8.465, -2.266], [-1.769, -8.351, -1.217]],
  "atomic_forces_ev_per_a": [[0.63, -0.50, -0.51], [-0.08, 0.71, -0.13], [-0.25, -0.76, -0.08], [0.48, 1.01, 0.03], [1.66, -0.43, 0.68], [-0.38, -0.62, -0.85], [-1.54, 0.45, -0.22], [0.57, -0.38, -0.50], [-0.61, -0.01, -0.02], [1.26, 0.62, 0.44], [-0.30, 0.93, -0.26], [0.15, 0.17, 0.38], [0.47, -0.80, -0.57], [0.90, 0.34, 0.73], [0.73, 0.60, 1.42], [-1.56, -1.60, -2.32], [0.72, -0.15, -0.94], [0.10, -0.02, -0.17], [-1.21, -0.08, -0.51], [0.58, -1.60, 2.76], [-0.26, 0.16, -0.69], [-0.22, 1.51, -0.44], [0.17, 0.19, -1.49], [-0.53, -0.59, 0.16], [0.56, 0.20, -1.85], [2.43, 1.63, 1.94], [-0.06, -0.67, 0.99], [-1.53, -0.77, -1.08], [-0.46, 0.44, -0.01], [0.27, -0.20, 0.03], [0.03, 0.43, 0.09], [0.19, 0.15, 0.17], [-1.13, 0.51, -0.21], [-0.33, -0.05, -0.47], [-0.21, 0.25, 0.39], [-0.48, 0.06, -0.18], [-0.34, 0.22, 0.25], [-0.12, 0.32, 0.21], [-0.35, -0.34, 0.31], [-0.38, -0.07, -0.40], [-0.11, -0.47, 0.18], [-0.40, -0.24, -0.01], [0.14, -0.05, 0.40], [-0.43, 0.06, 0.01], [-0.45, 0.24, -0.34], [-0.18, 0.46, 0.18], [0.03, 0.93, 0.44], [-0.33, -0.32, 0.39], [0.22, 0.18, 0.68], [0.24, -0.16, 0.41], [0.44, 0.30, 0.19], [-0.19, -0.01, -0.25], [0.05, -0.30, -0.03], [0.42, -0.22, -0.01], [0.30, -0.23, 0.24], [0.04, -0.13, -0.16], [-0.02, -0.10, -0.03], [0.04, -0.26, 0.05], [0.07, 0.07, 0.10], [-0.06, 0.04, -0.08], [0.00, -0.25, 0.03], [0.20, 0.04, 0.27], [0.40, -1.23, 0.34], [0.06, 0.16, 0.06], [-0.01, 0.04, -0.03], [0.00, 0.05, 0.00], [-0.04, 0.10, -0.07], [0.16, -0.12, 0.02], [-0.10, 0.07, -0.03], [-0.14, -0.10, -0.11], [0.05, -0.05, 0.02], [-0.03, 0.07, 0.02], [-0.16, -0.09, -0.11], [-0.03, -0.04, -0.02], [0.00, 0.15, 0.03], [0.12, 0.05, 0.05], [0.03, 0.04, 0.02], [0.04, 0.01, 0.02], [0.07, 0.09, 0.07]],
  "mulliken_charge": [-1.455, 0.272, -0.434, -0.476, -0.268, -0.358, 0.422, -0.983, -0.354, -0.704, 1.461, -2.423, -0.430, -0.362, 0.213, -0.489, 0.068, -0.332, -0.286, 0.333, -0.300, -0.487, -0.635, -1.254, -0.394, 1.431, -0.724, -0.680, 0.361, 0.402, 0.314, -0.149, 0.558, 0.529, 0.002, 0.528, 0.072, 0.281, 0.722, 0.262, 0.287, 0.275, 0.846, 0.540, -0.276, 0.769, 0.405, 0.149, 0.174, 0.887, -0.035, 0.380, 0.367, 0.553, 0.423, -0.060, 0.033, -0.156, -0.702, -0.423, -0.560, 0.699, -0.248, 0.256, 0.383, 0.373, 0.415, -0.140, 0.352, -0.471, -0.534, -0.522, -0.422, 0.316, -0.121, 0.402, 0.372, 0.364, 0.392]
}

---

Number 2 is which compound? C25H35Cl4NO10P2S2